ORCA calculation (ωB97M-V/def2-TZVPD) on C27H54N12RuS as an isolated structure at a distorted geometry.

```
95
Properties=species:S:1:pos:R:3:mulliken_spin:R:1
Ru -0.07736 -0.53744 0.15680 1.0488
C 2.03693 -0.29208 4.40979 0.0035
N 0.60131 -0.54347 4.44807 0.0006
C 0.01273 -0.50390 5.79039 0.0004
C -0.15096 -0.68731 3.33992 0.0311
N 0.04283 0.04945 2.24160 -0.0897
C 0.81366 1.27825 2.30629 0.0142
C 0.22724 2.30829 1.37082 0.0124
N -0.01773 1.77646 0.02110 -0.0222
C -1.29404 2.28025 -0.50488 -0.0101
C -2.41791 1.45362 0.04741 0.0280
N -2.20818 0.10000 -0.42539 0.0041
C -3.21797 -0.53826 -1.01235 -0.0015
N -2.96633 -1.49199 -1.94177 0.0005
C -1.67427 -1.51654 -2.59074 0.0079
C -3.67112 -2.77457 -1.92626 0.0004
N -4.51241 -0.23432 -0.80350 -0.0034
C -5.04024 0.19233 0.48642 0.0002
C -5.51797 -0.35002 -1.86225 0.0018
C 1.05178 2.02452 -0.95376 0.0063
C 2.35785 1.46633 -0.48003 -0.0030
N 2.18711 0.05230 -0.15642 -0.0096
C 3.25169 -0.66315 0.13627 0.0096
N 4.45986 -0.14330 0.42966 -0.0043
C 5.70273 -0.83404 0.06345 0.0011
C 4.66233 1.06084 1.23933 -0.0001
N 3.10208 -2.06576 0.15564 0.0098
C 3.58909 -2.81697 -1.00278 -0.0015
C 3.42392 -2.69550 1.43162 0.0067
N -1.15516 -1.58912 3.38839 -0.0006
C -2.25213 -1.52884 2.43481 0.0263
C -1.13728 -2.73633 4.29782 0.0012
H 2.52334 -0.96991 5.11220 -0.0001
H 2.43642 -0.48663 3.41768 -0.0030
H 2.28073 0.72864 4.71272 -0.0003
H 0.33720 0.41325 6.28371 0.0002
H -1.07165 -0.49474 5.73408 0.0001
H 0.33958 -1.34975 6.39630 -0.0002
H 0.79013 1.70362 3.31105 -0.0026
H 1.85392 1.08802 2.05159 -0.0133
H -0.72388 2.64190 1.78150 -0.0010
H 0.88900 3.17768 1.33900 -0.0003
H -1.43606 3.33438 -0.25187 -0.0017
H -1.29062 2.19243 -1.59030 -0.0009
H -2.41785 1.49114 1.14070 -0.0077
H -3.35419 1.87608 -0.31485 0.0018
H -1.32645 -0.50136 -2.78152 -0.0051
H -0.94776 -2.04599 -1.97934 -0.0028
H -1.76549 -2.03663 -3.54391 0.0004
H -4.50361 -2.74830 -1.22950 0.0001
H -4.04408 -3.02508 -2.91933 0.0000
H -2.98117 -3.56251 -1.60909 0.0000
H -4.29893 0.05988 1.26953 -0.0003
H -5.36875 1.23353 0.46886 -0.0003
H -5.91004 -0.42082 0.72543 0.0000
H -5.05046 -0.57251 -2.81526 0.0000
H -6.25264 -1.12249 -1.62909 -0.0004
H -6.04804 0.59973 -1.94754 -0.0001
H 0.76520 1.53262 -1.88502 -0.0030
H 1.16337 3.09531 -1.15010 -0.0019
H 3.08986 1.57486 -1.28496 -0.0024
H 2.72174 2.05596 0.35999 -0.0005
H 5.97841 -1.61090 0.77757 -0.0002
H 5.63837 -1.25714 -0.93330 -0.0001
H 6.50300 -0.09832 0.05116 -0.0002
H 4.89377 1.93891 0.63319 -0.0003
H 3.79983 1.26390 1.86818 -0.0001
H 5.51033 0.88074 1.89825 -0.0002
H 4.62545 -3.14285 -0.88100 0.0002
H 2.98721 -3.71772 -1.12990 -0.0001
H 3.50612 -2.21033 -1.90507 0.0003
H 4.49751 -2.75690 1.63775 0.0002
H 2.93681 -2.15392 2.24406 -0.0031
H 3.03608 -3.71496 1.41712 -0.0001
H -2.75508 -0.56306 2.49056 -0.0018
H -1.91820 -1.67526 1.40460 0.0076
H -2.96638 -2.31394 2.66700 -0.0010
H -0.13203 -2.91682 4.66986 0.0000
H -1.80831 -2.59330 5.14511 0.0001
H -1.46610 -3.62400 3.75753 -0.0005
N 0.14364 -7.74522 -1.17231 -0.0006
C -0.35605 -7.01202 -0.17370 -0.0009
S -1.35445 -7.63963 0.97801 0.0029
C -0.04449 -5.55480 -0.14392 0.0016
C -0.09408 -4.85236 1.05910 0.0007
C 0.09215 -3.49031 1.05776 -0.0019
N 0.34059 -2.78024 -0.05891 -0.0353
C 0.46692 -3.46131 -1.20339 0.0103
C 0.27854 -4.82762 -1.29023 -0.0019
H -0.07713 -8.72815 -1.20941 0.0000
H 0.78872 -7.38821 -1.85630 0.0001
H -0.29522 -5.38173 1.98022 -0.0001
H 0.06248 -2.93233 1.98418 0.0019
H 0.73837 -2.89074 -2.08169 -0.0009
H 0.36056 -5.29568 -2.26216 0.0001
```

Output
LUMO level (alpha / beta): -9.990 / -9.795 eV
total charge: +3
multiplicity: 2
HOMO level (alpha / beta): -15.01 / -15.00 eV
Kohn-Sham gap (alpha / beta): 5.0 / 5.2 eV

---

ORCA calculation (ωB97M-V/def2-TZVPD) on a single C9H19NS molecule at a distorted geometry.

```
30
Properties=species:S:1:pos:R:3:nbo_charge:R:1
C -1.38814 0.91706 -1.34365 -0.1538
C 0.28872 -0.16417 2.09815 -0.6149
C -0.97208 1.87590 1.29902 -0.6376
C -1.99878 -0.54831 1.32819 -0.6234
C 2.18308 0.23350 -0.37647 -0.6289
C 0.84491 -1.92303 -0.70375 -0.6297
C 0.77849 -0.20115 -2.47589 -0.5914
C -0.72893 0.33016 0.99926 0.1908
C 0.84514 -0.40862 -0.91343 0.1375
N -0.27090 0.21329 -0.35561 -0.5635
S -1.13779 2.27118 -2.07644 0.1458
H -2.21349 0.19569 -1.42019 0.1912
H 1.10069 0.48699 2.07839 0.2106
H -0.36446 -0.20508 2.98335 0.2172
H 0.64324 -1.09268 1.77131 0.2056
H -0.12325 2.34058 0.75278 0.2166
H -1.04588 2.12459 2.31857 0.2105
H -1.75574 2.27952 0.66929 0.2101
H -2.77896 -0.41140 0.65106 0.1977
H -1.70456 -1.54448 1.42673 0.2051
H -2.36058 -0.31217 2.35630 0.2013
H 2.58618 -0.46344 0.30228 0.2001
H 2.99693 0.35111 -1.08275 0.2147
H 1.94707 1.21021 0.21685 0.2175
H 1.30153 -2.36556 0.13253 0.2080
H 1.40173 -2.35766 -1.54478 0.2046
H -0.19429 -2.37970 -0.83742 0.2127
H 0.97954 0.85413 -2.58698 0.2188
H 1.48046 -0.93054 -2.98206 0.2194
H -0.33990 -0.37593 -2.68465 0.2075
```

Output
LUMO level: -0.290 eV
SMILES: CC(C)(C)N(C=S)C(C)(C)C
total charge: 0
HOMO level: -8.01 eV
Kohn-Sham gap: 7.7 eV
energy relative to the best compared isomer or geometry (same formula, charge and spin): 10.6 kcal per mole

---

ORCA calculation (ωB97M-V/def2-TZVPD) on C18H22F3N3OPtS as an isolated structure.

```
49
Properties=species:S:1:pos:R:3:nbo_charge:R:1
Pt 0.04805 -0.00098 -0.06905 0.6964
F 0.89506 -4.32972 -2.80454 -0.3076
C 0.81066 -3.39518 -3.76251 0.9817
F 0.41888 -3.98155 -4.88978 -0.2963
F 2.03740 -2.89396 -3.94796 -0.3027
C -0.15039 -2.30606 -3.34774 -0.1953
C -1.22203 -1.91953 -4.13226 -0.0637
C -2.06385 -0.88417 -3.71922 -0.2483
C -1.82192 -0.26119 -2.51737 0.0724
N -0.79934 -0.66668 -1.75239 -0.4700
C 0.03771 -1.63920 -2.14591 0.1385
S 1.29072 -1.75101 -0.90414 -0.0709
H -1.39533 -2.42071 -5.07531 0.2646
H -2.89280 -0.56668 -4.33367 0.2582
H -2.42228 0.55315 -2.13798 0.2295
C 0.65628 2.98827 1.57625 -0.7400
C 1.04468 1.76152 2.23712 0.6178
C 1.63560 1.76062 3.60963 -0.2211
C 2.15569 0.55387 3.76957 -0.1903
C 1.87849 -0.18932 2.49748 0.5925
C 2.49548 -1.46760 2.25919 -0.7317
N 1.08512 0.53623 1.67715 -0.5988
H 1.50775 3.67960 1.67127 0.3204
H -0.12221 3.46851 2.18620 0.3097
H 0.36144 2.87248 0.54062 0.2882
H 1.65625 2.62312 4.25721 0.2834
H 2.72325 0.14418 4.59075 0.2816
H 3.54914 -1.39012 2.56437 0.3125
H 2.41225 -1.87280 1.26211 0.2899
H 2.08117 -2.16090 3.01295 0.3291
O -1.53554 1.31836 0.32561 -0.6683
C -2.28402 1.41072 1.31629 0.7816
C -3.55480 2.18729 1.21594 -0.5250
C -4.71433 1.21060 1.54915 -0.3996
C -4.45662 -0.27083 1.20454 -0.4234
C -3.69516 -1.07510 2.27241 -0.4263
C -2.21286 -0.74196 2.40186 -0.2213
N -2.03892 0.74417 2.48488 -0.6619
H -3.62991 2.59407 0.20991 0.2517
H -3.55311 3.02666 1.91649 0.2566
H -5.59410 1.56344 1.01333 0.2525
H -4.96389 1.28375 2.61048 0.2127
H -3.95509 -0.35924 0.23255 0.1980
H -5.42686 -0.74946 1.07469 0.2540
H -3.77557 -2.14143 2.05242 0.2454
H -4.18806 -0.92882 3.23839 0.2162
H -1.64571 -1.10026 1.54210 0.2098
H -1.77702 -1.18061 3.29788 0.2209
H -2.67364 1.08092 3.20357 0.3967
```

Output
LUMO level: -10.167 eV
total charge: +2
HOMO level: -14.07 eV
Kohn-Sham gap: 3.9 eV

---

ORCA calculation (ωB97M-V/def2-TZVPD) on C4H5AgO5 as an isolated structure at a distorted geometry.

```
15
Properties=species:S:1:pos:R:3:nbo_charge:R:1
O 0.49155 0.50888 -0.69739 -0.5031
C 1.29705 -0.38512 -0.07160 1.0609
O 2.31817 -0.03799 0.50662 -0.5639
O 0.79811 -1.54788 0.05444 -0.3794
Ag 3.02178 1.81479 0.69058 1.4303
C -0.65688 -1.82420 -0.08643 -0.1676
C -1.47848 -0.91381 0.73795 -0.3119
H -0.89034 -1.76794 -1.15404 0.2361
H -0.71178 -2.86407 0.25667 0.2781
H -1.26213 -0.82796 1.80319 0.2155
H -2.40434 -0.50893 0.33196 0.2273
O 1.03376 2.39560 0.42184 -0.5981
C 0.20139 1.76328 -0.22063 1.0587
O -0.67737 2.36929 -0.93837 -0.5387
H -1.08050 1.82604 -1.63479 0.5559
```

Output
LUMO level (alpha / beta): -10.159 / -14.266 eV
total charge: +2
multiplicity: 3
HOMO level (alpha / beta): -16.86 / -20.63 eV
Kohn-Sham gap (alpha / beta): 6.7 / 6.4 eV
energy relative to the best compared isomer or geometry (same formula, charge and spin): 5.5 kcal per mole